1.
Entry from the OMol25 dataset: a structure of composition C18H26Br2Cl3N3O4RbS2 (ωB97M-V with the def2-TZVPD basis set).

Each line ends with the Löwdin charge.
Positions of all 59 atoms, in Å:
Rb (-3.79332, 0.75535, 2.16419)  0.81
Br (-5.54966, 3.65486, 2.13227)  0.59
C (-4.15376, 4.66277, 1.27202)  -1.03
Br (-2.41685, 3.81392, 1.35347)  0.62
H (-4.06134, 5.61288, 1.77862)  0.00
H (-4.40032, 4.76468, 0.22449)  0.00
C (2.97343, -3.09996, 0.39380)  -0.04
C (2.98973, -2.42374, -0.98140)  -0.52
C (4.36639, -1.78591, -1.20328)  -0.05
C (2.80152, -3.50961, -2.05037)  -0.05
C (1.88661, -1.32485, -1.11774)  -0.42
O (1.94021, -0.89364, -2.47503)  -0.03
C (2.11951, -0.13193, -0.15142)  -0.09
C (2.78370, 1.10956, -0.76652)  -0.13
C (1.84778, 1.98055, -1.56930)  -0.22
C (0.80323, 2.66333, -0.95373)  -0.03
C (-0.07545, 3.44460, -1.68823)  -0.13
C (0.09383, 3.54378, -3.05667)  -0.67
Cl (-1.02655, 4.50611, -3.98820)  0.63
C (1.12785, 2.88675, -3.69849)  -0.10
C (1.99752, 2.11187, -2.94662)  -0.04
C (0.50273, -1.93739, -0.84077)  -0.04
N (-0.57083, -0.96940, -0.96182)  -0.11
C (-1.48151, -0.64849, -0.04260)  -0.13
N (-2.32754, 0.24638, -0.54342)  0.04
C (-1.85589, 0.44317, -1.79831)  -0.22
N (-0.79163, -0.27061, -2.10254)  0.11
H (3.80852, -3.80067, 0.45357)  0.09
H (2.05987, -3.67057, 0.56235)  0.09
H (3.08245, -2.39092, 1.21468)  0.08
H (5.13343, -2.56268, -1.17864)  0.08
H (4.60842, -1.06023, -0.42512)  0.08
H (4.41004, -1.28985, -2.17334)  0.09
H (3.64839, -4.19820, -2.01359)  0.08
H (2.75340, -3.07097, -3.04525)  0.08
H (1.89907, -4.09892, -1.88276)  0.08
H (1.09442, -0.46154, -2.68625)  0.06
H (2.72311, -0.46464, 0.69261)  0.11
H (1.16289, 0.17722, 0.27527)  0.11
H (3.61775, 0.81599, -1.40205)  0.10
H (3.18941, 1.70272, 0.05766)  0.12
H (0.66499, 2.57374, 0.11879)  0.12
H (-0.89296, 3.96132, -1.20651)  0.06
H (1.24377, 2.97259, -4.77018)  0.10
H (2.79555, 1.57212, -3.44072)  0.12
H (0.43895, -2.32169, 0.17623)  0.14
H (0.31112, -2.74928, -1.54123)  0.13
H (-1.53839, -1.11547, 0.95079)  0.09
H (-2.30042, 1.12399, -2.50605)  0.11
Cl (-5.67979, 0.93269, 4.95949)  0.45
C (-5.08890, -0.56268, 5.75489)  -1.01
Cl (-5.93921, -0.82897, 7.28841)  0.49
H (-4.02942, -0.44214, 5.94168)  -0.01
H (-5.25806, -1.38928, 5.07612)  0.00
O (-2.40198, -0.27855, 4.06410)  -0.65
S (-2.72882, -1.66010, 3.59893)  -0.12
O (-4.12694, -1.63901, 3.07096)  -0.65
O (-1.79356, -2.04167, 2.51417)  -0.50
S (-2.59648, -2.93936, 5.11861)  0.12

spin multiplicity = 1
ΔE to the lowest compared entry with this formula, charge and spin = 10.38 kcal per mole
Kohn-Sham gap = 5.2 eV
highest occupied orbital energy = -3.71 eV
total charge = -1


2.
Entry from the OMol25 dataset: a structure of composition C18H26Cl45FIOPS2Si2 (ωB97M-V with the def2-TZVPD basis set).

Each line ends with the Löwdin charge.
Positions of all 97 atoms, in Å:
C (-0.84236, -4.37363, 0.93617)  -0.18
C (-2.12885, -3.58035, 0.63707)  -0.49
P (-1.76233, -1.77334, 0.79799)  0.77
C (-1.04108, -1.37107, -0.85910)  -0.41
Si (-3.66076, -0.62823, 0.71200)  0.24
F (-4.03897, -0.21749, -0.80718)  -0.20
O (-4.94361, -1.39970, 1.42106)  -0.45
Si (-6.19865, -2.08862, 0.61894)  -0.70
S (-5.64360, -3.60462, -0.75327)  0.45
S (-7.47291, -0.60631, -0.22933)  0.41
I (-7.52744, -3.19379, 2.32064)  0.55
H (-0.51306, -4.23694, 1.96940)  0.06
H (-0.03297, -4.05644, 0.26583)  0.06
H (-1.00803, -5.43780, 0.72929)  0.07
H (-2.43021, -3.79383, -0.39679)  0.06
H (-2.92660, -3.88156, 1.32145)  0.07
H (-1.70640, -1.72864, -1.65415)  0.03
H (-0.05553, -1.83112, -0.95292)  0.01
H (-0.96964, -0.28285, -0.94483)  -0.02
H (-3.47551, 0.63773, 1.43949)  -0.02
H (-5.05874, -2.83741, -1.68859)  -0.17
H (-7.08163, -0.66435, -1.51004)  -0.17
C (-9.26543, 3.16297, -1.37800)  -1.54
Cl (-8.60070, 3.04217, 0.24687)  0.53
Cl (-9.23012, 1.59864, -2.20023)  0.51
Cl (-10.90828, 3.80297, -1.34286)  0.53
H (-8.64881, 3.84825, -1.94468)  0.01
C (1.70140, 0.91920, 1.59116)  -1.52
Cl (2.19110, -0.74055, 1.23112)  0.52
Cl (2.62380, 2.07964, 0.64171)  0.51
Cl (-0.02804, 1.15600, 1.33715)  0.49
H (1.90699, 1.08731, 2.63968)  -0.08
C (0.84637, -0.57561, 5.57283)  -1.51
Cl (1.89622, 0.74163, 5.03773)  0.53
Cl (-0.57483, -0.68684, 4.54535)  0.52
Cl (1.71992, -2.11197, 5.60076)  0.56
H (0.53455, -0.35130, 6.58496)  0.02
C (-10.25455, -3.44263, -0.65061)  -1.56
Cl (-11.35563, -3.22359, -2.01555)  0.50
Cl (-11.11343, -3.28885, 0.87878)  0.50
Cl (-9.43753, -5.00235, -0.76111)  0.51
H (-9.50306, -2.66250, -0.69275)  -0.04
C (-1.51915, 3.65582, 4.42368)  -1.53
Cl (-2.29665, 3.22114, 2.90522)  0.51
Cl (-1.78384, 2.40428, 5.64219)  0.52
Cl (0.20035, 3.96870, 4.17803)  0.52
H (-1.97197, 4.57030, 4.78359)  0.01
C (0.38404, 6.03789, -0.42082)  -1.53
Cl (-0.79254, 7.04454, 0.42715)  0.53
Cl (2.01437, 6.69836, -0.25450)  0.52
Cl (0.34108, 4.37952, 0.16376)  0.48
H (0.12702, 6.03627, -1.47232)  0.01
C (0.42713, 1.15135, -3.94346)  -1.52
Cl (0.64448, -0.54330, -3.52017)  0.56
Cl (0.21551, 2.16892, -2.51456)  0.52
Cl (1.78141, 1.73082, -4.91874)  0.53
H (-0.47197, 1.23005, -4.54050)  0.01
C (5.31027, -3.11441, 4.89890)  -1.57
Cl (6.54049, -2.33227, 5.88917)  0.51
Cl (5.84319, -3.26215, 3.22512)  0.53
Cl (4.86211, -4.68651, 5.56276)  0.52
H (4.42980, -2.48392, 4.91212)  -0.04
C (5.67529, 2.06782, 5.90813)  -1.54
Cl (4.98849, 1.74475, 4.31556)  0.51
Cl (5.32638, 0.72302, 6.98910)  0.51
Cl (7.41054, 2.35942, 5.78878)  0.54
H (5.21150, 2.95832, 6.31212)  0.02
C (5.37277, 8.35661, -0.21855)  -1.57
Cl (6.42371, 9.52519, 0.57975)  0.53
Cl (5.91632, 8.03774, -1.86517)  0.53
Cl (5.27053, 6.86032, 0.71048)  0.50
H (4.37961, 8.78452, -0.27283)  -0.01
C (4.83293, -0.57461, -3.07226)  -1.54
Cl (3.76880, -0.51949, -1.66803)  0.49
Cl (6.45139, -1.11456, -2.61248)  0.53
Cl (4.17246, -1.60519, -4.33948)  0.50
H (4.91675, 0.42963, -3.46752)  0.01
C (5.97190, -4.07312, -7.40497)  -1.58
Cl (6.78990, -3.36638, -6.01501)  0.52
Cl (4.22557, -4.13951, -7.14397)  0.52
Cl (6.34668, -3.18414, -8.88105)  0.51
H (6.32915, -5.08752, -7.52312)  -0.03
C (10.28222, 3.57149, 8.35704)  -1.57
Cl (8.85318, 3.73350, 9.37619)  0.51
Cl (11.13957, 5.10653, 8.22316)  0.53
Cl (11.34748, 2.30350, 8.96094)  0.53
H (9.95216, 3.28624, 7.36652)  -0.02
C (-13.02625, 1.00718, -3.68276)  -1.56
Cl (-13.88270, 0.84085, -5.21750)  0.53
Cl (-14.13488, 1.46430, -2.38960)  0.52
Cl (-12.16305, -0.47353, -3.27328)  0.48
H (-12.29702, 1.80086, -3.79258)  -0.01
C (7.15501, -7.40505, -10.86057)  -1.55
Cl (6.01577, -6.46223, -9.89612)  0.54
Cl (8.80987, -6.87794, -10.56067)  0.53
Cl (6.97283, -9.12974, -10.54870)  0.53
H (6.92897, -7.22644, -11.90364)  0.01

spin multiplicity = 1
Kohn-Sham gap = 8.6 eV
highest occupied orbital energy = -8.58 eV


3.
Entry from the OMol25 dataset: a structure of composition C18H26Cl5N8O3V (ωB97M-V with the def2-TZVPD basis set).

Each line ends with the Mulliken spin population.
Positions of all 61 atoms, in Å:
V (-0.46183, -0.23363, 0.83738)  2.06
Cl (4.16777, -0.31830, 6.10732)  0.00
C (3.34324, -0.16968, 4.62214)  0.00
C (1.96065, -0.32598, 4.57649)  0.01
Cl (1.05409, -0.66624, 5.98105)  0.00
C (1.32110, -0.20533, 3.35530)  0.01
Cl (-0.40693, -0.45556, 3.21153)  0.01
C (1.98387, 0.07273, 2.16622)  0.00
O (1.29577, 0.16955, 1.00835)  -0.01
C (3.36440, 0.20802, 2.23001)  -0.01
Cl (4.22293, 0.53355, 0.76141)  0.00
C (4.04410, 0.09649, 3.44172)  0.00
Cl (5.73919, 0.28024, 3.48475)  0.00
N (-0.09574, -0.51886, -1.27511)  -0.03
C (-0.50119, -1.94957, -1.53369)  0.00
C (-0.75385, -2.26194, -3.00038)  0.00
C (0.39726, -1.98308, -3.97360)  0.00
C (1.52018, -3.02939, -4.03122)  0.00
N (2.20458, -3.39669, -2.77580)  0.00
C (2.95955, -2.62070, -2.01911)  0.00
N (3.24672, -1.36836, -2.40589)  0.00
N (3.39240, -3.05625, -0.83424)  0.00
C (-1.77092, -2.08967, -0.67409)  0.02
O (-2.82730, -2.44678, -1.09114)  0.00
O (-1.52024, -1.65086, 0.57732)  -0.03
H (-0.59687, 0.06395, -1.93811)  0.01
H (0.89468, -0.36402, -1.44109)  0.02
H (0.24732, -2.59478, -1.07783)  -0.01
H (-1.61925, -1.66103, -3.28905)  0.00
H (-1.07306, -3.30279, -3.09703)  0.00
H (0.79114, -0.97507, -3.81053)  0.00
H (-0.01280, -1.98554, -4.98451)  0.00
H (2.26660, -2.71858, -4.76477)  0.00
H (1.10023, -3.96428, -4.39448)  0.00
H (2.02955, -4.32826, -2.43311)  0.00
H (3.14044, -1.11979, -3.37718)  0.00
H (3.94628, -0.85466, -1.89311)  0.00
H (3.23836, -4.00692, -0.54371)  0.00
H (4.03946, -2.50706, -0.29925)  0.00
C (-1.02158, 2.57009, 1.59874)  0.04
N (-1.61401, 1.40606, 0.79474)  -0.18
C (-2.97296, 1.06771, 1.42850)  0.03
N (-3.82830, 2.21928, 1.47374)  0.00
C (-3.18713, 3.28535, 2.25392)  0.00
N (-1.91384, 3.69221, 1.63929)  0.00
C (-2.17783, 4.15910, 0.27186)  0.00
N (-2.80156, 3.09844, -0.53176)  0.00
C (-1.92687, 1.96432, -0.58898)  0.08
C (-4.06702, 2.70420, 0.10908)  0.00
H (-0.08270, 2.85467, 1.12566)  -0.01
H (-0.82419, 2.22529, 2.61057)  0.01
H (-2.80477, 0.70400, 2.44075)  0.00
H (-3.43440, 0.27942, 0.83703)  -0.01
H (-3.00690, 2.93602, 3.27107)  0.00
H (-3.85089, 4.14572, 2.29700)  0.00
H (-1.24255, 4.47093, -0.19501)  0.00
H (-2.84889, 5.01411, 0.30985)  0.00
H (-0.98245, 2.25307, -1.05060)  -0.01
H (-2.40841, 1.17198, -1.16367)  -0.01
H (-4.54366, 1.91814, -0.47742)  0.00
H (-4.73097, 3.56504, 0.14267)  0.00

spin multiplicity = 3
ΔE to the lowest compared entry with this formula, charge and spin = 12.64 kcal per mole
Kohn-Sham gap (spin up / spin down) = 8.5 / 8.7 eV
expectation value of S² = 2.011
highest occupied orbital energy (spin up / spin down) = -14.02 / -14.02 eV
total charge = +2


4.
Entry from the OMol25 dataset: a cluster of 7 separate species, C18H26ClNO14 in total (ωB97M-V with the def2-TZVPD basis set).

Each line ends with the Löwdin charge.
Positions of all 60 atoms, in Å:
N (0.07551, -0.11868, -0.60254)  0.23
H (0.80362, 0.35249, 0.01906)  0.06
H (-0.51694, -0.39205, 0.19281)  -0.03
H (0.62010, -0.87510, -1.09812)  0.06
H (-0.41454, 0.55322, -1.18347)  0.05
C (1.79815, 0.64399, 2.55501)  -0.02
C (2.24779, 0.90682, 3.84201)  -0.38
C (2.97308, 2.15056, 4.19792)  -0.43
O (3.29932, 2.48133, 5.37274)  -0.13
C (3.25800, 3.09110, 3.20916)  -0.06
C (3.00252, 2.79124, 1.84197)  -0.40
C (2.21576, 1.46886, 1.44616)  -0.32
O (2.10440, 1.28329, 0.20097)  -0.07
O (3.50131, 3.37887, 0.87220)  -0.07
O (1.98214, -0.07311, 4.63228)  -0.09
H (1.24006, -0.25657, 2.34582)  0.09
H (3.70980, 4.05107, 3.42300)  0.07
C (4.79053, -2.37689, -0.31274)  -0.06
C (4.46961, -3.01241, 0.87627)  -0.40
C (3.09330, -3.39256, 1.23477)  -0.42
O (2.74643, -4.07850, 2.25204)  -0.08
C (2.08458, -3.18813, 0.31561)  -0.02
C (2.32006, -2.49720, -0.97916)  -0.30
C (3.84132, -2.02091, -1.29819)  -0.40
O (4.00650, -1.21103, -2.22929)  -0.08
O (1.33916, -2.17562, -1.71303)  -0.14
O (5.40445, -3.00342, 1.75787)  -0.10
H (5.75784, -1.96183, -0.56348)  0.08
H (1.07134, -3.54040, 0.44842)  0.08
Cl (-2.05064, -0.20926, 1.87190)  -0.39
C (-3.18459, 3.71347, 0.61533)  -0.22
C (-1.87983, 3.80398, 1.40238)  -0.26
O (-0.92092, 2.82414, 1.05395)  -0.06
O (-2.89147, 3.92709, -0.77347)  -0.11
H (-3.83961, 4.54145, 0.90877)  0.10
H (-3.71552, 2.77679, 0.78126)  0.11
H (-2.12499, 3.93001, 2.46068)  0.12
H (-1.44074, 4.73463, 1.03098)  0.11
H (-1.30275, 1.94415, 1.19649)  -0.04
H (-2.57994, 4.82291, -0.91281)  0.09
C (-2.35054, -3.12179, -0.80069)  -0.21
C (-3.27386, -4.23255, -0.26007)  -0.27
O (-3.12755, -5.44597, -0.93515)  -0.08
O (-2.55143, -3.01587, -2.22665)  -0.10
H (-1.30340, -3.37062, -0.62272)  0.11
H (-2.59005, -2.22571, -0.22406)  0.07
H (-4.32703, -3.92173, -0.32159)  0.10
H (-3.20975, -4.37018, 0.82058)  0.12
H (-3.08348, -5.28391, -1.88178)  0.07
H (-2.40758, -2.08983, -2.47493)  0.02
C (-1.75380, 1.81067, -3.18486)  -0.24
C (-1.55197, 0.45798, -3.79145)  -0.21
O (-2.39850, -0.51988, -3.21156)  -0.07
O (-1.40931, 1.83886, -1.81822)  -0.08
H (-2.80194, 2.12446, -3.07277)  0.12
H (-1.29556, 2.61084, -3.77780)  0.12
H (-0.52786, 0.10453, -3.65353)  0.14
H (-1.71702, 0.44156, -4.87354)  0.11
H (-3.20147, -0.08713, -2.90635)  0.10
H (-2.01209, 2.50854, -1.47443)  0.04

spin multiplicity = 1
ΔE to the lowest compared entry with this formula, charge and spin = 0.00 kcal per mole
Kohn-Sham gap = 2.4 eV
highest occupied orbital energy = 4.33 eV
total charge = -4


The records above give, respectively, calculated total energy values of -8515.9385; -23599.8133; -4609.8503; -2269.4433 Ha.